DFT (wB97M-V/def2-TZVPD) results for a structure of composition C43H64N3O6RbSi4Te.

Properties
Kohn-Sham gap (Eh): 0.180
F_max (eV/Å): 0.96
DFT total energy (Eh): -3742.88204
HOMO (eV): -1.7
Relative energy (zero: lowest compared OMol25 entry of this formula, charge and spin) (kcal per mole): 5.5

Structure (ORCA input):
```
! wB97M-V def2-TZVPD RIJCOSX def2/J DEFGRID3
* xyz -2 1
Te 4.41160 2.94992 3.89710
Rb -0.95304 0.31839 -0.75904
Si 0.19849 -3.44293 -2.28470
Si 2.13915 -4.72954 -2.51699
Si -0.57297 -3.33050 -4.49912
Si -1.31701 -4.93293 -1.29961
O 2.24743 -1.88822 1.74786
O -1.33297 1.34504 1.74262
O -2.23411 2.14203 -2.06350
O -3.74133 0.63302 3.13319
O -1.86887 -1.36802 1.68703
O -1.52151 1.60138 -4.12205
N 1.92253 1.86969 1.86241
N 0.85632 0.99036 -3.19805
N -4.06122 0.13555 -2.14214
C -0.09079 4.52138 0.39434
C 5.84617 2.83892 -0.24759
C -7.04483 3.60786 5.30347
C -0.61310 5.03998 5.95214
C -0.85731 4.07137 4.82195
C 0.97412 2.71270 1.76996
C -5.63953 1.68351 4.99775
C -1.25393 2.17100 2.69297
C 3.50991 1.01235 3.54969
C 3.69958 -0.73834 0.14201
C -1.76728 -6.59195 -2.16316
C 3.51331 -3.62409 -3.25778
C 3.54399 -1.84884 1.17086
C 1.71081 0.50613 -2.57842
C -6.18583 4.35288 4.50677
C 0.79063 3.44335 0.48717
C 4.77585 4.74374 1.45420
C -2.48028 -3.30850 -4.60428
C -4.75975 2.43075 4.22008
C 5.69650 4.14753 -0.68494
C 1.46045 3.02439 -0.66047
C -2.34695 1.57337 -3.16557
C 2.27095 -6.32194 -3.58848
C 2.06385 1.06279 3.04989
C 4.93686 3.43760 1.89964
C -3.62445 0.73998 -3.40057
C 5.48194 2.48986 1.04351
C -0.77036 -5.47241 0.44707
C -2.03833 3.37838 4.69681
C -5.04624 3.77087 3.97367
C -3.00147 -4.08483 -1.02186
C 0.35534 4.71599 -1.95880
C -0.04955 -4.63540 -5.80927
C 2.83707 -5.35047 -0.84398
C -6.76721 2.26999 5.54936
C -0.05409 2.96028 2.82470
C 5.15842 5.09798 0.16826
C 0.13129 3.85096 3.84496
C -3.55937 1.73773 3.62035
C -0.30815 5.14981 -0.82131
C -0.05833 -1.68330 -5.30616
C -2.27812 2.44105 3.67277
C 1.24850 3.65860 -1.87120
H -2.91075 -4.25667 -4.27029
H 3.20947 -3.28204 -4.25237
H -0.61804 4.85376 1.27889
H -3.39717 -0.04187 -4.12523
H 2.14180 2.18657 -0.59095
H -0.27058 -5.64905 -5.46264
H -0.72110 -4.60168 1.10652
H 3.33113 0.20649 0.54961
H 1.03194 -4.57228 -5.96502
H -5.41975 0.63615 5.16174
H 2.34176 -6.28257 -0.55759
H 1.00631 -1.48968 -5.14681
H 0.28330 4.77110 6.51710
H -0.02451 1.35574 -3.65841
H 1.58980 -1.99807 1.04957
H 4.47469 -4.13680 -3.36051
H -1.66324 -0.42113 1.82575
H -4.37509 4.34885 3.35096
H 1.77619 0.04269 2.77043
H 4.15476 0.48713 2.84685
H 2.11666 -6.08003 -4.64327
H 2.64406 -4.62421 -0.04965
H -6.40454 5.39507 4.30707
H 3.91357 -5.53968 -0.87746
H -2.85213 -3.10989 -0.54985
H -0.60845 -0.85116 -4.85963
H -3.66731 -4.67022 -0.38063
H 5.00962 6.11390 -0.17650
H 1.06855 4.39844 3.90332
H -2.14908 -6.39906 -3.17049
H -1.01285 5.97033 -0.88270
H 1.76978 3.31228 -2.75462
H -7.43338 1.68764 6.17472
H 5.61546 1.46759 1.37464
H -0.46995 6.05689 5.57540
H 4.75058 -0.62313 -0.13612
H 5.97939 4.42133 -1.69362
H 3.54312 0.49716 4.50928
H -2.86271 -2.52500 -3.94256
H -2.81017 3.53396 5.44277
H -4.36600 1.41761 -3.85152
H 6.24185 2.08450 -0.91648
H 3.79483 -2.81479 0.71576
H -3.51403 -3.91437 -1.97192
H 0.15658 5.18597 -2.91411
H -1.46043 5.04623 6.63902
H 4.33689 5.48754 2.10934
H 3.12355 -0.96881 -0.75454
H 4.22180 -1.68991 2.01507
H -0.24480 -1.66439 -6.38440
H -0.53622 -4.49709 -6.77897
H -7.93036 4.06732 5.72589
H 3.23637 -6.82758 -3.49221
H -0.87712 -7.21953 -2.26961
H -4.05858 0.86208 -1.43216
H 3.66682 -2.73061 -2.64667
H -2.84725 -3.10419 -5.61402
H 1.40336 1.38477 3.86303
H 0.22448 -5.92590 0.42665
H -1.45652 -6.19585 0.89682
H -2.52332 -7.17061 -1.62330
H -5.00385 -0.22195 -2.21596
H -2.74320 -1.41984 2.08568
H 1.49128 -7.03564 -3.30458
*
```

Löwdin population analysis, charges in e, atoms 1 to 6: number 1, Te, carries 1.213; number 2, Rb, carries 0.771; number 3, Si, carries 0.354; number 4, Si, carries 0.271; number 5, Si, carries 0.287; number 6, Si, carries 0.274

---

DFT (wB97M-V/def2-TZVPD) results for a structure of composition C43H65Cl3GeMnN2O2Te.

Properties
Kohn-Sham gap (spin up / spin down) (Eh): 0.220 / 0.220
F_max (eV/Å): 1.50
DFT total energy (Eh): -6814.18297
HOMO (spin up / spin down) (eV): -7.8 / -7.6
Relative energy (zero: lowest compared OMol25 entry of this formula, charge and spin) (kcal per mole): 7.6

Structure (ORCA input):
```
! wB97M-V def2-TZVPD RIJCOSX def2/J DEFGRID3
* xyz 0 6
Te 2.24265 1.25755 3.17959
Ge -1.86451 -2.45096 0.89390
Mn -0.44110 -0.29840 -0.26024
Cl -0.93248 -4.39608 1.21380
Cl 0.02104 -1.01237 1.84173
Cl -3.11429 -2.34411 2.71012
O -1.20828 -0.37059 -1.91944
O 1.26640 -0.68847 -0.91339
N -2.01770 1.23146 0.82757
N 0.17624 1.92522 -1.00965
C -3.36198 0.81826 0.38705
C 0.48926 -3.44853 -4.44324
C 4.92189 3.17875 6.01436
C 1.46997 2.45821 -7.03737
C 4.66849 -0.34918 0.34786
C -1.92987 -2.91403 -4.81193
C 2.43843 -3.16348 0.60586
C 7.27441 1.15112 -0.08790
C -0.24247 1.20282 -3.34771
C 4.13567 0.82639 5.85061
C -1.74249 2.60380 0.35857
C 2.35473 0.14444 -7.18909
C -0.27633 2.81452 0.05955
C 4.82907 1.03652 0.41402
C 6.49882 1.14273 2.28441
C 3.49195 -2.50662 -0.28823
C 6.16923 1.62285 0.86733
C 3.76689 1.80936 -0.02523
C 6.15016 3.15105 0.86970
C -1.00018 -3.08519 -2.51527
C -1.97649 1.23608 2.30148
C -0.53357 2.21051 -2.27696
C 5.88380 5.48803 6.32595
C 0.15753 -0.68059 -5.27957
C 2.43120 -0.15831 -0.47504
C 4.99074 4.50785 5.61271
C 3.38189 2.66705 4.23295
C 3.17940 -2.82314 -1.75819
C 1.62029 2.10199 -1.23779
C 4.23181 4.90316 4.52147
C 2.63820 4.56512 2.65530
C -0.37560 -1.11535 -4.06683
C 4.84353 -3.14344 0.03863
C 2.58464 1.22773 -0.48087
C 0.51390 0.63385 -5.56395
C -0.70205 -2.61453 -3.94162
C 3.51809 -0.98280 -0.10228
C 0.05216 0.66767 -8.01855
C 4.13876 2.24714 5.34723
C 1.09354 0.98057 -6.93508
C -0.60748 -0.12249 -3.10215
C 3.42519 4.01205 3.82023
C 0.31077 1.57463 -4.56201
H 0.28402 -4.50873 -4.28075
H 0.67928 -3.31399 -5.50814
H -0.26759 3.21839 -2.62588
H 7.42639 0.07203 -0.02331
H 5.50133 -0.96510 0.65681
H -0.87204 1.22056 -7.83826
H 5.65560 -2.71130 -0.54979
H 4.82819 0.72037 6.68484
H 2.60256 -2.91599 1.65704
H -1.75073 -2.65649 -5.85767
H 2.27793 3.78534 1.98822
H 3.11526 0.35150 -6.43325
H 3.85164 2.88920 -0.06947
H 2.14307 -0.92521 -7.16503
H -1.11545 -4.17164 -2.52656
H -3.37381 0.69707 -0.69611
H 0.60086 3.10742 -6.91083
H 2.48489 -4.25022 0.49514
H 0.43362 0.94761 -9.00357
H 5.50457 2.85347 6.86967
H 6.79848 5.66287 5.75548
H 8.22047 1.63874 0.16019
H 7.11778 3.52477 1.21053
H -2.05587 3.32575 1.12090
H -4.11405 1.56137 0.67872
H -0.18064 -2.84619 -1.83222
H 1.80308 1.90272 -2.29619
H 0.31240 -1.42252 -6.05190
H 5.96993 3.55665 -0.12830
H 6.17284 5.11882 7.30920
H 5.39017 6.45182 6.45278
H 4.79136 -4.20806 -0.19654
H 5.74889 1.48913 2.99253
H -2.17940 -3.97680 -4.75935
H -2.73294 1.93297 2.68222
H 1.89116 2.65731 -8.02467
H 1.39963 -3.19202 -3.90191
H 4.42473 0.12662 5.06512
H -2.79409 -2.34206 -4.46747
H 2.21942 2.73628 -6.29308
H 6.54191 0.05294 2.33892
H 3.15239 -3.90662 -1.90256
H -2.35693 2.80122 -0.51585
H -1.91601 -2.64653 -2.12385
H 3.14465 0.52405 6.19139
H 1.87871 3.15554 -1.06638
H 2.77280 0.38120 -8.17049
H 5.38671 3.54070 1.54755
H 5.09517 -3.05344 1.09823
H 3.95063 -2.40977 -2.41388
H -0.10572 3.87112 -0.20011
H -1.60420 2.19353 -2.09267
H -0.99191 1.55080 2.64532
H -2.18191 0.24492 2.69166
H 0.32141 2.59510 0.95172
H 3.25375 5.25411 2.07475
H 4.26755 5.93867 4.19680
H 7.02409 1.39263 -1.12319
H 2.21954 -2.40904 -2.05726
H 1.77151 5.12454 3.01553
H 1.43744 -2.84594 0.33572
H 0.58076 2.61343 -4.70921
H -0.19248 -0.39554 -8.04172
H -3.62745 -0.12853 0.85414
H 7.47043 1.53383 2.59891
*
```

Löwdin population analysis, charges in e, atoms 1 to 6: number 1, Te, carries 1.117; number 2, Ge, carries 0.133; number 3, Mn, carries 0.606; number 4, Cl, carries 0.047; number 5, Cl, carries 0.145; number 6, Cl, carries 0.020

---

Which of these has the lowest relative energy (zero: lowest compared OMol25 entry of this formula, charge and spin)?
C43H64N3O6RbSi4Te